(1)
{
  "formula": "C21H29Cl2O4V",
  "method": "ωB97M-V/def2-TZVPD",
  "symbols": ["H", "H", "O", "C", "C", "H", "H", "H", "H", "C", "H", "C", "V", "C", "H", "C", "C", "H", "C", "H", "O", "H", "C", "C", "C", "H", "H", "Cl", "H", "H", "H", "C", "Cl", "H", "H", "C", "H", "H", "C", "C", "C", "H", "H", "C", "H", "C", "H", "H", "C", "C", "H", "H", "H", "O", "C", "H", "O"],
  "positions_angstrom": [[1.588, -2.443, -6.805], [-0.930, 1.711, -4.780], [2.147, 3.021, -0.922], [-0.920, -1.582, -7.659], [0.214, 3.263, -3.761], [1.756, -1.942, -8.499], [-1.780, -1.617, 1.575], [2.349, 3.170, -3.449], [2.481, -0.947, -7.222], [0.320, -0.776, -7.355], [-0.656, -3.379, -0.402], [0.290, 0.520, -8.204], [-0.318, -0.452, -0.742], [1.805, -1.102, -0.048], [-0.348, 3.974, -4.371], [1.173, 2.658, 1.169], [0.116, -2.625, -0.525], [-0.643, 1.796, -6.637], [1.339, 2.311, -0.329], [-1.140, 1.653, -3.023], [1.748, 1.659, -4.788], [1.283, 0.930, -2.887], [0.740, -2.247, -1.761], [-1.728, 0.514, 0.874], [1.653, 3.029, -4.301], [-0.887, -1.930, -8.700], [-1.019, -2.448, -6.994], [1.110, 1.163, 2.154], [2.544, -0.531, 0.500], [1.935, 3.709, -5.115], [-2.798, -2.124, -0.921], [1.611, -1.568, -7.472], [-0.266, 3.679, 1.295], [-2.199, 2.189, -0.544], [0.317, 3.652, -2.733], [-1.942, -0.901, 0.770], [-1.796, -0.926, -7.591], [1.185, 0.806, -8.760], [-0.424, 1.880, -3.820], [0.774, -1.910, 0.546], [-2.573, 0.084, -1.238], [2.547, -0.968, -2.168], [-1.507, 1.038, 1.797], [0.822, 0.974, -3.894], [-3.020, 0.226, -2.222], [-2.467, -1.164, -0.543], [0.541, -2.690, -2.741], [2.033, 3.242, 1.501], [0.239, 1.177, -6.848], [1.784, -1.315, -1.464], [1.168, 1.712, -6.649], [-0.625, 0.646, -8.785], [0.607, -2.043, 1.610], [0.623, 1.351, -0.807], [-2.137, 1.115, -0.358], [0.590, -0.043, -4.212], [0.209, -0.087, -6.075]],
  "forces_ev_per_a": [[0.075, 0.265, -0.062], [-0.227, 0.339, 0.410], [0.075, 0.074, -0.055], [-0.179, -0.339, -0.048], [0.317, 0.217, 0.018], [-0.175, 0.141, 0.237], [-0.001, 0.157, -0.395], [-0.206, -0.149, -0.502], [-0.269, -0.108, 0.062], [0.082, -0.424, -0.963], [0.062, 0.313, -0.065], [-0.146, -0.144, 0.497], [0.101, -1.896, 0.339], [-0.092, -1.315, -0.471], [0.084, 0.156, 0.056], [0.436, -0.417, -0.280], [1.132, 0.044, 0.150], [0.325, -0.127, -0.050], [-0.778, -1.370, -0.936], [0.480, -0.009, 0.011], [-0.722, 0.698, 1.628], [-0.190, 0.164, -0.582], [0.275, -0.013, 0.526], [-1.389, -0.166, -0.599], [0.421, -0.199, 0.231], [0.110, -0.085, 0.165], [-0.117, 0.201, -0.064], [0.135, 0.665, 0.379], [-0.299, 0.100, -0.207], [-0.051, -0.194, 0.025], [0.257, 0.103, -0.008], [0.104, -0.289, 0.068], [-0.231, 0.082, 0.389], [0.282, -0.484, -0.033], [-0.296, -0.239, -0.396], [-0.980, 0.850, -0.543], [0.081, -0.248, 0.254], [-0.171, -0.342, -0.120], [0.452, -0.639, -0.605], [0.863, -0.411, -1.359], [0.064, 0.030, 0.452], [-0.590, 0.150, 0.270], [0.251, -0.116, -0.406], [0.308, -0.113, 1.799], [0.298, -0.083, 0.272], [-0.269, 0.656, 0.691], [-0.077, 0.351, 0.400], [-0.311, -0.166, -0.015], [0.046, 0.690, 0.406], [0.217, -0.610, 0.572], [-0.557, -0.008, 0.170], [0.233, -0.140, -0.180], [-0.143, 0.211, -0.242], [1.610, 3.173, 0.801], [-0.962, 0.042, 0.731], [0.426, 0.583, 0.133], [-0.174, 0.388, -2.960]],
  "lowdin_spin": [0.00, 0.00, 0.01, 0.00, 0.00, 0.00, 0.00, 0.00, 0.00, 0.00, 0.00, 0.00, 2.53, 0.04, 0.00, 0.00, 0.02, 0.00, 0.01, 0.00, 0.00, 0.00, 0.03, 0.03, 0.00, 0.00, 0.00, 0.01, 0.00, 0.00, 0.00, 0.00, 0.00, 0.01, 0.00, 0.01, 0.00, 0.00, 0.01, 0.00, 0.03, 0.00, 0.00, 0.01, 0.01, 0.01, 0.01, 0.00, 0.00, 0.04, 0.00, 0.00, 0.00, 0.07, 0.09, 0.00, 0.00],
  "orbital_gap_ha": [0.1745, 0.2610],
  "multiplicity": 4,
  "e_homo_ev": [-2.16, -4.52],
  "relative_energy_kj_mol": 0.0,
  "e_tot_ha": -2982.90666,
  "charge": -1
}

***

(2)
{
  "formula": "C21H29ClFI2N2O",
  "method": "ωB97M-V/def2-TZVPD",
  "symbols": ["H", "H", "H", "C", "C", "H", "C", "C", "H", "H", "Cl", "C", "I", "C", "H", "H", "C", "H", "C", "N", "C", "H", "F", "O", "H", "H", "I", "H", "C", "H", "C", "C", "H", "C", "H", "C", "C", "H", "H", "C", "H", "C", "H", "H", "N", "C", "C", "H", "H", "H", "C", "H", "H", "H", "H", "C", "H"],
  "positions_angstrom": [[-1.145, 1.919, 2.688], [0.780, 1.624, 3.126], [0.541, 3.384, 1.973], [-0.603, -0.945, -1.010], [-1.257, -1.495, -2.314], [1.736, -3.572, -0.302], [-4.860, 0.980, -3.899], [-1.106, 0.290, -0.331], [-0.585, -0.605, -4.242], [1.543, -1.090, 4.331], [4.132, -0.114, 0.138], [-3.907, 0.241, -3.973], [3.689, -3.862, -2.485], [1.107, -1.059, 0.970], [0.161, -3.572, -1.172], [2.777, -1.248, -3.678], [-1.418, -0.433, -3.489], [-1.852, 4.901, 0.693], [-2.767, -0.781, -4.281], [-2.240, 0.991, -0.931], [1.089, -2.947, -0.970], [-2.309, -1.829, -2.039], [2.569, 0.775, 2.760], [4.316, -2.702, 0.624], [0.267, 0.069, 6.221], [-0.754, -2.401, -2.744], [0.450, 3.469, -0.785], [1.792, 0.843, 5.680], [2.276, -1.900, 1.612], [-0.281, -0.747, 3.981], [0.758, -0.329, 4.087], [0.719, 0.654, 5.364], [-3.048, 0.805, -0.323], [2.106, -1.238, -2.770], [-2.557, -0.820, -5.393], [1.799, -2.737, -2.383], [-0.326, 3.391, 1.245], [-1.357, 0.638, -3.169], [2.633, -0.641, -1.979], [-1.168, 4.713, 1.569], [0.180, 1.617, 5.160], [-1.163, 2.064, 1.561], [1.177, -3.170, -3.224], [1.991, -2.985, 1.621], [0.589, 0.116, 1.561], [-0.486, 0.770, 0.940], [0.556, -1.621, -0.301], [2.539, -1.591, 2.657], [-5.854, 1.482, -3.948], [1.177, -0.656, -3.063], [1.161, 0.606, 2.850], [-3.185, -1.791, -3.999], [-0.457, 5.580, 1.630], [-2.241, 2.165, 1.262], [-1.790, 4.583, 2.502], [3.632, -1.742, 0.780], [-2.095, 2.007, -0.895]],
  "forces_ev_per_a": [[-0.248, 0.377, -1.257], [0.225, -1.060, -0.954], [-0.624, -0.002, -1.262], [1.406, 0.982, 2.595], [-0.574, 0.574, 0.408], [-0.598, 0.833, -0.578], [-0.945, -0.134, -0.234], [1.747, -1.387, 0.618], [-0.833, 0.230, 1.035], [-0.982, 0.458, -0.576], [-0.607, -0.969, 0.607], [0.987, -1.077, -0.897], [-0.788, 0.291, -0.015], [-0.794, -1.282, -1.954], [1.108, 0.657, 0.395], [-0.753, 0.065, 0.960], [0.118, -0.969, -0.968], [0.535, -0.106, 1.024], [-0.818, 1.289, 0.438], [0.790, -0.497, 1.436], [-0.690, -0.058, -0.054], [1.230, 0.460, -0.066], [-1.939, -0.550, -0.179], [-0.343, 1.167, 0.056], [0.252, 0.950, -0.953], [-0.309, 0.951, 0.768], [-0.140, 0.027, 0.695], [-1.324, 0.157, -0.439], [-0.036, 1.500, -0.417], [1.214, 0.157, -0.341], [0.203, 1.884, 0.836], [0.884, -1.328, 0.108], [0.084, 0.017, -0.580], [0.210, 0.105, -0.555], [-0.453, 0.305, 1.288], [-0.172, 0.878, -0.407], [-0.660, 0.298, 1.777], [-0.313, -1.162, -0.207], [-0.493, -0.808, -0.629], [0.184, -0.733, -1.004], [0.403, -0.971, 0.329], [1.264, -0.484, 0.494], [0.773, 0.322, 1.162], [0.453, 1.137, -0.099], [-0.470, -0.717, -2.172], [-1.371, -0.233, -1.610], [-1.060, 1.716, 0.590], [-0.345, -0.211, -1.093], [1.670, -0.517, 0.271], [0.948, -0.814, 0.436], [0.199, -0.160, 1.732], [0.662, 0.993, -0.241], [-0.798, -0.810, 0.157], [1.276, -0.268, 0.135], [0.835, 0.196, -0.886], [-0.249, -1.203, 0.490], [0.070, -0.464, -0.209]],
  "mulliken_charge": [0.38, 0.10, 0.47, 0.42, -1.12, 0.44, 0.02, 0.20, 0.45, 0.33, -0.15, -0.52, 0.10, 0.29, 0.46, 0.48, -0.42, 0.35, -0.75, -0.24, -1.50, 0.62, -0.37, -0.42, 0.38, 0.15, 0.11, 0.31, -0.68, 0.34, -0.26, -1.18, 0.35, -0.50, 0.36, -0.64, -0.12, 0.39, 0.00, -1.18, 0.33, -1.65, 0.59, 0.56, 0.49, 0.39, 0.51, 0.06, 0.40, -0.04, -0.34, 0.35, 0.36, 0.46, 0.34, 0.44, 0.29],
  "orbital_gap_ha": 0.2734,
  "e_homo_ev": -11.63,
  "e_tot_ha": -2157.38596,
  "charge": 1
}

***

(3)
{
  "formula": "C21H29CoFN4OPS2",
  "method": "ωB97M-V/def2-TZVPD",
  "symbols": ["H", "Co", "H", "H", "H", "H", "F", "H", "P", "C", "C", "H", "C", "C", "C", "N", "H", "H", "H", "H", "C", "H", "H", "C", "N", "C", "H", "C", "S", "C", "C", "H", "H", "C", "C", "C", "H", "N", "C", "O", "H", "H", "C", "C", "H", "C", "N", "H", "C", "H", "C", "H", "H", "H", "H", "H", "S", "C", "H", "H"],
  "positions_angstrom": [[3.098, -1.375, -3.709], [0.537, -0.899, -1.145], [5.181, -3.589, 0.171], [0.125, 4.684, 0.271], [1.316, 0.617, 1.397], [5.581, -4.480, -2.112], [1.933, -2.379, 4.687], [-3.669, -0.446, 2.101], [-1.577, 1.584, 0.061], [0.962, -1.394, 0.736], [1.292, -3.066, 2.513], [-4.708, 2.469, -0.992], [0.033, 3.690, 0.720], [4.362, -2.973, -3.047], [3.923, -1.996, -0.498], [-1.303, 3.173, 0.508], [-3.335, 3.579, 0.791], [-2.406, 1.281, 3.464], [-3.203, -0.678, 0.399], [-2.289, 5.001, 0.733], [4.728, -3.107, -0.688], [2.479, 0.514, -2.220], [-4.739, 0.708, -1.224], [-2.501, -1.739, -2.142], [-2.200, 0.869, 1.421], [2.415, -0.176, -1.377], [-4.405, 1.389, 0.382], [-2.546, 1.807, -2.401], [0.146, -0.314, -4.370], [-2.831, -0.444, 1.393], [1.626, -0.736, 3.013], [3.743, -1.625, 0.504], [-2.126, -1.231, 1.672], [0.314, -0.578, -2.861], [1.615, -2.058, 3.396], [4.955, -3.608, -1.964], [2.652, 0.358, -0.458], [-3.346, -1.397, -2.861], [3.558, -1.860, -2.854], [-0.315, 1.094, -0.546], [1.888, 0.029, 3.735], [0.725, -3.527, 0.521], [3.311, -1.342, -1.577], [1.300, -0.428, 1.692], [0.756, 3.025, 0.256], [-1.611, 1.164, 2.719], [-2.832, 1.519, -0.999], [-0.945, 0.359, 3.039], [0.968, -2.717, 1.204], [-2.924, 2.802, -2.667], [-4.245, 1.522, -0.685], [4.526, -3.348, -4.051], [-3.020, 1.053, -3.030], [1.297, -4.096, 2.848], [0.271, 3.784, 1.790], [-1.474, 1.776, -2.572], [-1.351, -2.277, -1.044], [-2.362, 3.967, 1.085], [-2.321, 3.983, 2.184], [-1.031, 2.083, 2.685]],
  "forces_ev_per_a": [[0.004, -0.008, -0.004], [-0.195, 0.036, -0.247], [-0.004, 0.001, 0.001], [-0.003, -0.003, -0.002], [0.005, 0.013, 0.002], [0.001, 0.001, 0.002], [0.000, 0.000, -0.008], [0.005, -0.015, -0.010], [0.004, 0.050, 0.017], [0.056, -0.043, 0.073], [0.007, 0.010, 0.013], [-0.013, -0.004, 0.001], [0.021, -0.011, 0.011], [0.001, 0.001, -0.010], [-0.015, 0.028, -0.025], [-0.026, -0.053, 0.017], [-0.004, -0.015, -0.006], [0.008, -0.006, 0.005], [0.016, 0.014, 0.036], [-0.002, -0.002, -0.004], [0.015, -0.013, -0.005], [0.032, 0.020, 0.011], [-0.015, 0.001, 0.007], [0.018, -0.057, -0.060], [0.085, 0.066, 0.031], [-0.016, -0.158, 0.112], [-0.003, -0.004, -0.003], [-0.032, 0.002, 0.043], [-0.022, 0.000, -0.084], [-0.082, -0.004, -0.025], [0.000, 0.019, -0.014], [0.004, -0.003, 0.009], [0.037, 0.022, -0.009], [0.012, 0.037, 0.052], [0.004, -0.029, 0.018], [-0.006, 0.006, 0.016], [-0.015, 0.018, 0.017], [0.001, 0.043, 0.018], [-0.011, 0.009, 0.003], [-0.004, 0.038, 0.078], [-0.001, 0.007, -0.009], [-0.016, -0.003, -0.004], [0.090, 0.021, 0.007], [-0.008, 0.003, -0.005], [0.003, -0.007, -0.010], [-0.018, 0.011, 0.008], [0.008, 0.016, -0.055], [-0.007, -0.011, -0.002], [0.005, 0.024, -0.053], [0.004, -0.003, -0.015], [0.037, -0.006, -0.008], [-0.003, 0.005, -0.002], [0.000, -0.003, -0.013], [-0.003, -0.001, -0.009], [-0.003, -0.004, -0.002], [0.005, -0.021, -0.007], [0.051, -0.063, 0.110], [-0.004, 0.017, -0.004], [0.003, 0.003, -0.005], [-0.011, 0.011, 0.001]],
  "lowdin_spin": [0.00, 1.15, 0.00, 0.00, 0.00, 0.00, 0.00, 0.00, 0.00, -0.02, 0.00, 0.00, 0.00, 0.00, 0.00, 0.00, 0.00, 0.00, 0.00, 0.00, 0.00, 0.00, 0.00, 0.00, 0.00, -0.05, 0.00, 0.00, -0.06, 0.00, 0.00, 0.00, 0.00, -0.05, 0.00, 0.00, 0.00, 0.00, 0.00, 0.02, 0.00, 0.00, 0.00, 0.00, 0.00, 0.00, 0.00, 0.00, 0.00, 0.00, 0.00, 0.00, 0.00, 0.00, 0.00, 0.00, -0.01, 0.00, 0.00, 0.00],
  "orbital_gap_ha": [0.2617, 0.2678],
  "multiplicity": 2,
  "e_homo_ev": [-4.50, -4.66],
  "relative_energy_kj_mol": 0.0,
  "e_tot_ha": -3732.31350,
  "charge": -1
}

***

(4)
{
  "formula": "C21H29FN4O",
  "method": "ωB97M-V/def2-TZVPD",
  "symbols": ["C", "C", "C", "N", "H", "H", "H", "H", "H", "H", "F", "C", "H", "H", "C", "N", "H", "C", "C", "C", "H", "H", "C", "H", "H", "C", "C", "H", "H", "C", "H", "H", "H", "C", "C", "N", "H", "N", "C", "H", "C", "C", "H", "H", "C", "H", "O", "H", "H", "H", "C", "C", "C", "H", "H", "H"],
  "positions_angstrom": [[-0.300, 1.120, -0.623], [4.755, -0.723, 0.059], [-2.247, 2.164, 0.509], [-3.344, -1.259, 1.119], [-3.715, -4.001, -0.865], [-6.125, 0.926, -0.446], [0.625, 3.525, 0.214], [2.737, 0.354, -1.662], [-1.306, -2.953, 0.696], [-0.663, 1.636, -2.693], [4.702, -1.705, -0.871], [-2.856, 0.823, 0.622], [-4.275, -3.044, 1.436], [2.913, 0.726, 2.458], [3.754, 0.523, 1.811], [1.414, -0.551, -0.268], [-2.200, -4.434, 1.056], [3.640, -0.479, 0.853], [-2.380, -0.327, 1.224], [1.924, -0.393, -1.619], [1.194, 0.169, -3.561], [6.767, -0.248, -0.454], [6.011, 0.988, 1.141], [-0.988, 0.271, -0.640], [-2.035, -4.017, -1.409], [-2.760, -3.487, -0.796], [-0.401, 3.555, -0.152], [0.036, -0.737, -2.577], [4.983, 2.022, 2.706], [-3.268, -2.634, 1.528], [1.832, -1.354, 1.590], [0.586, 0.577, 1.272], [6.923, 1.554, 1.251], [5.933, -0.012, 0.188], [2.343, -1.220, 0.632], [-1.012, 2.247, -0.062], [-5.094, 2.341, -0.113], [-4.414, -0.789, 0.482], [0.177, 1.347, -2.059], [-0.988, 4.233, 0.466], [-4.158, 0.472, 0.185], [4.922, 1.250, 1.955], [1.673, 1.503, 0.211], [-2.955, -2.681, 2.576], [-5.125, 1.339, -0.534], [-4.864, 1.403, -1.591], [-2.837, 3.157, 0.902], [-1.458, -0.529, 1.731], [2.326, -1.353, -1.948], [2.549, -2.206, 0.208], [0.907, 0.709, 0.236], [0.798, 0.043, -2.552], [-2.290, -3.424, 0.651], [0.925, 2.141, -2.091], [-2.885, -2.485, -1.201], [-0.409, 3.925, -1.180]],
  "forces_ev_per_a": [[0.242, -0.198, -0.124], [0.014, 0.149, 0.218], [0.164, 0.014, 0.040], [0.324, 0.553, 0.109], [-0.120, -0.042, -0.064], [-0.079, 0.006, -0.030], [0.047, 0.016, -0.048], [0.022, -0.060, 0.006], [0.053, -0.039, 0.084], [-0.013, 0.083, -0.006], [-0.028, 0.077, 0.059], [-0.282, -0.502, 0.210], [0.079, 0.085, 0.081], [-0.114, 0.011, 0.062], [0.136, -0.055, -0.064], [-0.017, -0.065, 0.019], [0.065, -0.003, 0.072], [0.083, -0.150, -0.183], [-0.191, 0.282, -0.134], [-0.178, -0.177, -0.279], [-0.015, -0.033, -0.037], [0.075, -0.039, -0.074], [-0.043, -0.027, -0.002], [0.191, 0.178, -0.019], [0.030, -0.047, -0.108], [0.157, 0.002, 0.161], [-0.084, 0.237, 0.101], [-0.014, -0.058, -0.049], [0.011, 0.065, 0.066], [0.280, -0.617, 0.081], [0.071, -0.036, -0.026], [0.014, 0.031, 0.039], [0.085, 0.042, 0.007], [-0.055, -0.131, -0.123], [0.014, -0.105, -0.059], [0.104, 0.094, 0.010], [-0.066, 0.048, -0.026], [-0.761, -0.145, -0.256], [-0.197, -0.254, 0.114], [0.135, -0.015, -0.092], [0.467, 0.059, 0.173], [-0.005, 0.126, 0.119], [-0.037, -0.011, 0.067], [-0.119, 0.031, -0.080], [-0.034, -0.013, -0.020], [-0.047, 0.044, -0.061], [-0.289, 0.101, 0.030], [0.241, -0.081, 0.077], [0.068, 0.056, 0.019], [-0.029, 0.050, 0.133], [-0.347, -0.008, -0.098], [0.244, 0.172, 0.059], [-0.277, 0.082, -0.055], [0.016, 0.098, -0.022], [-0.034, 0.089, -0.095], [0.044, 0.028, 0.015]],
  "mulliken_charge": [0.01, 0.44, 0.41, 0.90, 0.33, 0.40, 0.30, 0.35, -0.01, 0.35, -0.35, 0.51, 0.34, 0.40, -0.01, 0.52, 0.39, 0.51, -0.75, -0.62, 0.46, 0.45, -0.36, 0.05, 0.37, -1.14, -1.11, 0.34, 0.40, -0.74, 0.51, 0.38, 0.37, -0.69, -1.43, 0.27, 0.33, -1.14, -1.21, 0.44, 0.57, -0.88, 0.28, 0.33, -1.26, 0.25, -0.69, 0.60, 0.43, 0.55, -1.21, -0.95, -0.02, 0.47, 0.24, 0.30],
  "orbital_gap_ha": 0.3429,
  "e_homo_ev": -8.71,
  "relative_energy_kj_mol": 50.7,
  "e_tot_ha": -1211.75675
}